1.
This record from the Open Molecules 2025 dataset describes a structure of composition C48H38N12S2Si2Ta. The level of theory is wB97M-V/def2-TZVPD.

```
103
Properties=species:S:1:pos:R:3:forces:R:3:lowdin_charge:R:1
Ta -0.143 0.286 0.017 -1.2 0.0 -0.6 1.624
C 4.649 -3.854 1.550 0.0 0.0 0.1 -0.050
C 4.346 -3.532 2.880 0.0 0.0 0.0 -0.047
C 3.504 -2.481 3.195 0.0 0.0 0.0 0.005
C 2.956 -1.775 2.132 0.1 0.0 0.1 -0.113
C 2.029 -0.659 2.093 0.1 -0.2 -0.3 -0.287
N 1.624 -0.034 3.149 0.0 0.1 0.2 0.218
C 0.718 0.927 3.089 -0.1 0.0 0.0 -0.291
C 0.339 1.714 4.235 0.0 0.0 0.1 -0.112
C 0.795 1.723 5.555 0.0 0.0 -0.1 0.003
C 0.192 2.606 6.423 0.0 0.0 0.0 -0.059
C -0.830 3.473 5.990 0.0 0.0 0.0 -0.057
C -1.270 3.476 4.683 0.0 0.0 0.0 -0.001
C -0.672 2.570 3.807 0.0 0.0 0.0 -0.115
C -0.859 2.321 2.398 -0.1 0.1 -0.2 -0.291
N -1.642 3.069 1.653 0.1 0.0 0.2 0.229
C -1.570 3.119 0.345 0.0 0.0 -0.1 -0.287
N -0.742 2.350 -0.450 0.3 0.0 0.2 0.024
C -0.681 2.955 -1.666 0.0 0.1 -0.1 -0.286
N 0.158 2.669 -2.654 0.0 0.0 0.0 0.223
C 1.038 1.718 -2.598 0.0 -0.1 -0.1 -0.278
N 1.194 0.712 -1.640 0.0 0.2 0.1 0.001
C 2.345 0.044 -1.954 0.0 0.1 -0.1 -0.309
N 2.901 -0.917 -1.263 0.1 0.0 0.0 0.222
C 2.573 -1.121 -0.011 0.0 0.0 0.1 -0.274
N 1.729 -0.352 0.765 0.4 -0.2 0.1 -0.030
C 3.263 -2.090 0.818 0.1 0.0 0.0 -0.108
C 4.126 -3.128 0.495 0.0 0.1 0.0 0.009
C 2.906 0.544 -3.196 0.0 0.0 0.0 -0.113
C 4.025 0.165 -3.926 0.0 0.0 0.0 0.012
C 4.279 0.866 -5.091 0.0 0.0 0.0 -0.052
C 3.454 1.922 -5.502 0.0 0.0 0.0 -0.052
C 2.349 2.305 -4.761 0.0 0.0 0.0 0.001
C 2.087 1.586 -3.601 -0.1 0.0 0.0 -0.119
C -1.609 4.055 -1.721 0.1 0.0 -0.1 -0.116
C -1.947 4.942 -2.744 0.0 0.0 0.0 -0.009
C -2.896 5.900 -2.459 0.0 0.0 0.0 -0.060
C -3.480 5.993 -1.180 0.0 0.0 0.0 -0.059
C -3.128 5.133 -0.162 0.0 0.0 0.0 0.001
C -2.187 4.147 -0.456 0.0 0.0 0.1 -0.102
N -0.036 1.268 2.002 0.2 0.0 -0.2 0.008
H 5.308 -4.688 1.349 0.0 0.0 0.0 0.114
H 4.784 -4.121 3.675 0.0 0.0 0.0 0.112
H 3.270 -2.221 4.218 0.0 0.0 0.0 0.122
H 1.587 1.059 5.873 0.0 0.0 0.0 0.119
H 0.507 2.644 7.457 0.0 0.0 0.0 0.109
H -1.273 4.154 6.705 0.0 0.0 0.0 0.109
H -2.042 4.152 4.342 0.0 0.0 0.0 0.117
H 4.358 -3.364 -0.533 0.0 0.0 0.0 0.125
H 4.662 -0.643 -3.594 0.0 0.0 0.0 0.122
H 5.134 0.601 -5.699 0.0 0.0 0.0 0.111
H 3.694 2.450 -6.415 0.0 0.0 0.0 0.111
H 1.718 3.131 -5.059 0.0 0.0 0.0 0.118
H -1.481 4.873 -3.717 0.0 0.0 0.0 0.116
H -3.196 6.603 -3.224 0.0 0.0 0.0 0.108
H -4.215 6.765 -0.997 0.0 0.0 0.0 0.108
H -3.560 5.215 0.826 0.0 0.0 0.0 0.117
N -0.887 0.067 -4.387 0.1 0.1 0.1 0.138
C -1.800 0.600 -3.547 0.0 0.0 0.0 -0.685
N -1.842 0.440 -2.241 0.1 -0.1 0.1 0.043
C -3.012 1.005 -1.760 -0.2 0.0 0.0 -0.358
C -3.785 1.653 -2.659 0.1 -0.1 0.0 -0.332
S -3.098 1.517 -4.221 0.0 0.0 0.0 1.111
C -3.376 0.840 -0.365 -0.1 0.0 -0.1 -0.336
C -4.619 1.071 0.102 0.1 0.0 0.0 -0.324
S -4.689 0.787 1.789 0.0 0.0 0.0 1.124
C -3.023 0.352 1.764 -0.1 -0.2 0.3 -0.702
N -2.438 0.403 0.575 0.1 0.0 0.0 -0.041
N -2.463 -0.036 2.913 -0.1 0.3 0.0 0.114
H -0.033 -0.266 -3.978 0.0 -0.1 0.1 0.039
H -0.793 0.479 -5.300 0.0 0.0 0.0 0.111
H -4.700 2.194 -2.501 0.0 0.0 0.1 0.088
H -5.493 1.353 -0.456 0.0 0.0 0.0 0.087
H -2.952 0.121 3.777 0.0 -0.1 0.0 0.129
H -1.474 -0.210 2.966 -0.1 0.0 -0.1 0.010
C 0.853 -2.302 -3.061 0.0 -0.1 0.0 -0.202
Si -0.219 -2.105 -1.489 0.4 -0.2 0.1 0.557
C -1.945 -2.612 -2.072 0.0 0.0 0.0 -0.212
C 0.595 -3.501 -0.494 -0.2 -0.1 0.2 -0.317
C 1.338 -4.559 -1.030 0.0 0.1 0.0 -0.090
C 1.882 -5.531 -0.206 0.0 -0.1 0.0 -0.081
C 1.681 -5.474 1.166 0.0 0.0 0.0 -0.080
C 0.936 -4.442 1.712 0.0 0.0 -0.1 -0.086
C 0.395 -3.449 0.890 0.0 -0.1 -0.1 -0.327
Si -0.746 -2.078 1.477 0.1 0.0 0.3 0.563
C -0.449 -2.135 3.379 0.1 -0.1 0.0 -0.194
C -2.502 -2.781 1.353 0.1 -0.1 -0.1 -0.194
H 0.417 -3.164 -3.578 -0.1 0.0 0.0 0.053
H 1.860 -2.590 -2.770 0.0 0.1 0.0 0.022
H 0.957 -1.530 -3.813 0.1 0.0 -0.1 0.003
H -2.026 -3.700 -2.017 0.0 0.0 0.0 0.046
H -2.088 -2.311 -3.111 0.0 0.0 0.0 0.024
H -2.758 -2.181 -1.496 0.0 0.0 0.0 -0.003
H 1.511 -4.628 -2.097 0.0 0.0 0.0 0.094
H 2.462 -6.340 -0.633 0.0 0.0 0.0 0.108
H 2.103 -6.239 1.807 0.0 0.0 0.0 0.110
H 0.782 -4.417 2.784 0.0 0.0 0.0 0.098
H -1.153 -2.878 3.768 0.0 0.0 0.0 0.052
H -0.559 -1.247 3.996 0.1 0.0 0.1 0.014
H 0.555 -2.503 3.583 0.0 0.0 0.0 0.014
H -2.392 -3.864 1.462 0.0 0.0 0.0 0.048
H -3.012 -2.605 0.413 -0.1 0.0 -0.1 0.000
H -3.145 -2.431 2.160 0.0 0.0 0.0 0.023
```
Forces are in eV/Å.

Charge: +1
ΔE to the lowest compared entry with this formula, charge and spin: 15.2 kJ/mol
Orbital gap (alpha / beta): 4.61 / 4.61 eV



2.
This record from the Open Molecules 2025 dataset describes a structure of composition C27H28IN12ORbS. The level of theory is wB97M-V/def2-TZVPD.

```
71
Properties=species:S:1:pos:R:3:forces:R:3:lowdin_charge:R:1
Rb -0.352 0.365 -0.863 0.0 0.2 -0.1 0.714
N -1.060 -4.462 0.798 0.0 0.0 0.0 0.026
C -1.859 -3.357 1.079 0.0 0.0 -0.1 -0.943
S -2.410 -3.222 2.732 -0.1 0.0 0.0 0.417
N -2.063 -2.604 0.041 -0.1 -0.1 0.1 -0.025
N -2.844 -1.479 0.233 0.3 -0.1 0.1 -0.023
C -3.429 -1.052 -0.819 -0.2 -0.1 -0.2 -0.172
C -3.502 -1.649 -2.185 0.1 0.1 0.1 -0.163
C -4.759 -2.012 -2.644 -0.1 0.0 0.0 -0.093
C -4.972 -2.571 -3.900 0.1 0.0 0.0 -0.163
C -3.861 -2.749 -4.727 0.0 0.0 0.0 -0.155
C -2.601 -2.367 -4.317 0.0 0.0 0.0 -0.053
C -2.348 -1.770 -3.042 0.1 0.0 0.1 -0.448
O -1.188 -1.352 -2.719 -0.2 0.0 -0.1 -0.268
H -0.605 -4.875 1.593 0.0 0.0 0.0 0.039
H -0.525 -4.369 -0.054 0.0 0.0 0.0 0.078
H -4.026 -0.155 -0.643 0.0 0.0 0.0 0.104
H -5.607 -1.868 -1.979 0.0 0.0 0.0 0.098
H -5.965 -2.863 -4.220 0.0 0.0 0.0 0.067
H -3.991 -3.190 -5.713 0.0 0.0 0.0 0.078
H -1.740 -2.492 -4.967 0.0 0.0 0.0 0.089
N 0.519 -2.342 2.784 0.2 0.4 -0.1 0.090
C 0.343 -1.372 1.868 0.1 0.0 0.0 -0.201
N 1.264 -0.887 1.102 -0.1 0.0 0.1 0.043
C 2.534 -1.413 1.171 -0.1 -0.1 0.2 -0.309
N 3.405 -1.258 0.232 0.1 0.1 -0.1 0.053
N 2.892 -0.533 -0.841 0.0 -0.1 0.0 0.021
C 3.162 -1.052 -1.966 -0.1 0.1 -0.1 -0.107
C 2.558 -0.571 -3.235 0.1 -0.1 0.2 -0.265
C 2.971 -1.149 -4.429 0.0 0.0 -0.1 -0.041
C 2.302 -0.820 -5.598 0.0 0.0 0.0 -0.080
C 1.238 0.059 -5.532 0.0 0.0 0.1 -0.057
C 0.906 0.598 -4.293 0.0 0.1 -0.1 -0.128
N 1.559 0.313 -3.178 0.1 -0.1 0.1 0.071
C 2.862 -2.258 2.335 0.0 0.1 -0.1 -0.082
C 4.163 -2.637 2.662 0.0 0.0 0.0 -0.035
C 4.403 -3.510 3.703 -0.1 0.0 0.0 -0.106
C 3.327 -4.030 4.429 0.1 0.0 0.0 -0.103
C 2.033 -3.663 4.129 -0.1 0.0 0.0 -0.016
C 1.793 -2.761 3.084 0.0 -0.1 0.1 -0.177
H -0.373 -2.754 3.127 0.0 -0.2 0.2 -0.012
H -0.679 -1.007 1.801 0.0 0.0 0.0 0.087
H 3.781 -1.952 -2.025 0.0 0.0 0.0 0.111
H 3.783 -1.865 -4.430 0.0 0.0 0.0 0.101
H 2.595 -1.266 -6.541 0.0 0.0 0.0 0.097
H 0.653 0.309 -6.406 0.0 0.0 0.0 0.100
H 0.072 1.284 -4.195 0.0 0.0 0.0 0.111
H 4.972 -2.241 2.062 0.0 0.0 0.0 0.104
H 5.417 -3.800 3.949 0.0 0.0 0.0 0.089
H 3.507 -4.724 5.241 0.0 0.0 0.0 0.094
H 1.192 -4.051 4.690 0.0 0.0 0.0 0.113
C -0.093 6.481 3.694 0.0 0.0 0.0 -0.093
C -0.324 6.297 2.198 0.0 0.0 0.0 -0.414
C 0.924 5.764 1.499 0.0 0.0 0.0 -0.080
C -1.541 5.420 1.893 0.0 0.0 0.0 -0.124
N -1.317 4.008 2.158 0.1 0.1 0.1 -0.112
C -1.007 3.064 1.273 -0.1 -0.1 -0.2 -0.213
N -0.836 1.929 1.905 0.1 0.0 0.2 0.010
N -1.031 2.209 3.217 0.0 0.1 -0.1 -0.034
N -1.312 3.453 3.380 -0.1 0.0 0.0 0.037
H 0.750 7.154 3.866 0.0 0.0 0.0 0.069
H 0.127 5.526 4.174 0.0 0.0 0.0 0.064
H -0.973 6.902 4.188 0.0 0.0 0.0 0.070
H -0.572 7.272 1.763 0.0 0.0 0.0 0.132
H 1.243 4.824 1.955 0.0 0.0 0.0 0.082
H 1.747 6.474 1.597 0.0 0.0 0.0 0.074
H 0.741 5.583 0.437 0.0 0.0 0.0 0.014
H -1.769 5.481 0.827 0.0 0.0 0.0 0.071
H -2.412 5.736 2.469 0.0 0.0 0.0 0.123
H -0.936 3.262 0.209 0.0 0.0 0.0 -0.054
I -0.854 4.611 -2.086 0.0 0.0 -0.1 -0.391
```
Forces are in eV/Å.

Charge: -2
Orbital gap: 5.52 eV



3.
This record from the Open Molecules 2025 dataset describes a structure of composition C22H37AuN6OS2. The level of theory is wB97M-V/def2-TZVPD.

```
69
Properties=species:S:1:pos:R:3:forces:R:3:lowdin_charge:R:1
Au 0.811 0.829 -0.223 -0.7 0.0 0.2 1.005
C 2.570 1.486 2.251 0.1 -0.6 0.5 -0.082
N 2.212 2.164 1.008 -0.8 -0.5 -0.7 -0.338
C 1.546 3.425 1.325 -0.5 0.5 0.1 -0.053
C 3.394 2.376 0.163 0.4 -0.1 -0.7 -0.159
C 3.000 2.588 -1.292 0.2 0.5 0.7 -0.164
N 2.275 1.438 -1.852 -0.9 -0.7 0.9 -0.337
C 3.165 0.321 -2.168 0.4 -0.7 0.0 -0.086
C 1.560 1.850 -3.061 -0.6 0.1 -0.4 -0.070
H 3.272 2.078 2.845 0.0 0.2 -0.1 0.119
H 3.025 0.523 2.032 0.0 0.0 0.0 0.010
H 1.671 1.311 2.837 0.0 0.0 0.0 0.103
H 2.214 4.093 1.881 0.0 -0.2 -0.1 0.119
H 0.669 3.221 1.935 0.0 0.0 0.0 0.079
H 1.218 3.930 0.421 0.0 0.1 -0.1 0.094
H 4.043 1.503 0.256 0.0 0.0 0.0 0.126
H 3.959 3.253 0.499 0.0 -0.1 0.1 0.150
H 3.898 2.793 -1.886 -0.1 -0.1 -0.1 0.153
H 2.343 3.458 -1.368 0.1 0.0 -0.1 0.123
H 3.922 0.619 -2.902 -0.2 0.2 0.0 0.119
H 2.577 -0.501 -2.577 0.1 0.1 0.1 0.091
H 3.663 -0.037 -1.269 0.0 0.0 -0.1 0.036
H 2.251 2.278 -3.791 0.1 0.0 0.1 0.118
H 0.805 2.596 -2.817 0.0 0.0 0.0 0.101
H 1.071 0.988 -3.509 0.0 0.0 0.0 0.083
C -5.061 -1.557 -0.680 0.1 0.1 -0.2 -0.051
C -4.460 -0.682 -1.778 -0.8 0.2 0.4 -0.178
N -3.046 -0.939 -2.007 0.5 0.2 0.2 -0.104
C -2.671 -1.776 -3.128 0.2 -0.6 -0.3 -0.229
C -2.552 -3.249 -2.743 0.0 0.2 -0.1 -0.056
C -2.161 -0.435 -1.157 0.2 0.3 0.2 -0.650
S -0.475 -0.838 -1.427 1.3 0.8 0.1 0.766
N -2.610 0.317 -0.181 -0.5 0.5 0.3 0.113
C -2.038 0.948 0.833 -1.5 -0.5 -1.4 -0.403
O -0.831 0.884 1.195 2.9 0.1 -0.2 -0.095
C -2.954 1.818 1.596 0.1 0.1 0.4 -0.136
C -2.448 2.692 2.561 0.0 0.0 -0.1 -0.016
C -3.291 3.573 3.213 0.0 0.0 0.0 -0.051
C -4.648 3.585 2.920 0.2 -0.1 0.0 -0.041
C -5.165 2.700 1.986 0.0 0.0 0.0 -0.044
C -4.329 1.814 1.335 0.2 0.0 0.0 -0.003
H -6.116 -1.316 -0.586 -0.1 0.0 0.1 0.089
H -4.569 -1.373 0.273 0.0 0.0 0.0 0.071
H -4.973 -2.613 -0.922 0.0 -0.1 0.0 0.070
H -4.557 0.369 -1.492 -0.1 -0.2 -0.2 0.114
H -4.993 -0.845 -2.717 0.2 0.0 0.0 0.131
H -1.708 -1.429 -3.512 -0.1 0.1 -0.1 0.084
H -3.423 -1.656 -3.910 0.1 0.1 0.1 0.132
H -1.829 -3.373 -1.940 0.1 -0.1 0.1 0.056
H -2.215 -3.812 -3.607 0.0 -0.1 -0.1 0.088
H -3.509 -3.649 -2.422 -0.1 -0.1 0.0 0.075
H -1.394 2.681 2.795 0.1 0.0 0.0 0.096
H -2.899 4.253 3.954 0.1 0.0 0.0 0.114
H -5.300 4.276 3.427 -0.1 0.1 0.1 0.117
H -6.220 2.704 1.768 -0.1 0.0 0.0 0.116
H -4.725 1.112 0.622 -0.1 0.0 -0.1 0.093
C 5.057 -3.221 1.969 0.5 0.5 0.2 -0.024
N 3.901 -3.918 1.473 -0.9 0.3 -0.4 -0.122
C 3.705 -5.267 1.439 -0.7 -1.1 -0.3 -0.030
C 2.480 -5.500 0.892 0.9 -0.7 0.4 -0.053
N 1.940 -4.284 0.596 0.3 0.4 0.1 0.077
C 2.812 -3.315 0.947 -0.1 0.3 -0.2 -0.773
S 2.616 -1.660 0.722 -0.1 0.9 0.0 0.613
H 5.809 -3.934 2.294 -0.1 -0.1 0.0 0.102
H 4.787 -2.581 2.811 0.0 -0.1 -0.1 0.098
H 5.479 -2.591 1.184 0.0 -0.1 0.0 0.090
H 4.441 -5.963 1.787 0.1 -0.1 0.1 0.133
H 1.977 -6.424 0.696 -0.1 -0.1 0.0 0.125
H 1.034 -4.110 0.185 0.2 0.1 0.1 0.157
```
Forces are in eV/Å.

Charge: +2
Orbital gap (alpha / beta): 4.08 / 4.08 eV



4.
This record from the Open Molecules 2025 dataset describes a structure of composition C5H10BaO5. The level of theory is wB97M-V/def2-TZVPD.

```
21
Properties=species:S:1:pos:R:3:forces:R:3:mulliken_spin:R:1
C -2.918 2.574 2.209 -0.7 -0.7 1.3 0.566
C -1.615 2.197 1.592 0.4 -0.2 -0.9 -0.005
O -1.622 0.783 1.236 -0.8 0.5 0.2 -0.001
C -0.528 0.274 0.735 1.9 -0.5 -0.1 -0.002
O 0.518 0.970 0.549 0.5 0.0 -0.4 0.003
O -0.490 -0.973 0.498 0.4 -0.7 -0.5 0.000
O -2.861 3.855 2.699 -0.4 0.3 0.4 0.098
Ba 2.084 -1.254 -0.440 -2.5 1.4 1.1 0.000
H -3.278 1.848 2.950 0.1 0.0 -0.3 0.003
H -0.788 2.355 2.295 -0.1 0.1 -0.1 0.031
H -1.435 2.782 0.681 0.1 -0.1 0.2 0.018
H -3.459 3.961 3.470 0.5 -0.2 -0.9 -0.005
H -4.405 2.345 1.379 -2.3 -0.6 -1.4 -0.042
C -5.747 2.250 0.674 2.5 1.4 0.8 0.326
C -6.663 1.069 0.763 0.1 -0.5 0.4 -0.016
O -6.127 -0.003 -0.008 0.2 0.0 0.0 0.000
H -6.206 3.162 1.070 -0.1 -0.2 0.1 -0.002
H -5.438 2.483 -0.351 -0.1 -0.3 0.1 -0.001
H -7.664 1.326 0.373 0.3 0.2 0.1 0.022
H -6.795 0.758 1.813 0.0 0.1 -0.2 0.008
H -6.688 -0.780 0.075 -0.1 0.1 0.1 0.000
```
Forces are in eV/Å.

<S²>: 0.76
Charge: +1
Spin multiplicity: 2
ΔE to the lowest compared entry with this formula, charge and spin: 120.3 kJ/mol
Orbital gap (alpha / beta): 3.99 / 6.25 eV



Number 1: E_tot -107252.8162 eV. Number 2: E_tot -67975.8126 eV. Number 3: E_tot -59751.0505 eV. Number 4: E_tot -16269.3207 eV.